DFT (ωB97M-V/def2-TZVPD) results for a cluster of 3 separate species, C39H39ClN2O6P in total.

The geometry in XYZ format:
```
88
Properties=species:S:1:pos:R:3:forces:R:3
C 0.9902 -1.1253 5.2083 0.4 0.5 0.1
C 1.2680 -0.4697 3.8462 0.1 -0.6 0.0
C 0.1720 -0.6309 2.7880 0.4 0.7 -0.1
O -1.1017 -0.9145 3.3799 -0.1 -0.4 0.3
C -2.0752 -1.2174 2.4513 -0.4 0.3 -0.5
C -2.4576 -2.6898 2.1825 1.0 0.4 0.0
N -1.4059 -3.3832 1.4791 -1.1 -0.9 -0.5
C -0.7333 -4.3044 2.0428 0.3 0.1 0.1
C -0.4303 -4.3771 3.5118 -0.6 -0.3 0.2
C -0.1393 -5.3804 1.1695 0.2 0.6 0.3
C -3.5962 -2.4512 1.1673 1.0 0.2 -0.9
Cl -4.8335 -3.6490 0.9867 -0.2 0.0 0.2
N -4.1191 -1.0262 1.3982 0.3 0.2 1.5
C -3.4412 -0.5934 2.6964 -0.2 -0.3 1.1
P -4.5131 -1.4159 4.0349 -0.6 -0.8 -0.3
C -3.3420 -1.8993 5.3503 -0.1 0.5 0.2
O -5.3823 -0.1774 4.6494 0.6 0.2 0.1
H 1.4615 -0.5216 5.9827 0.0 0.0 0.1
H -0.0646 -1.1715 5.4566 -0.1 -0.2 -0.1
H 1.4652 -2.1005 5.2821 -0.3 -0.2 0.0
H 2.1551 -0.9529 3.4371 0.1 0.1 -0.1
H 1.5474 0.5734 3.9653 -0.3 0.1 0.1
H 0.4515 -1.3768 2.0427 -0.2 -0.3 0.2
H 0.0740 0.3136 2.2418 0.0 0.0 -0.1
H -1.7753 -0.8606 1.4512 0.3 0.1 0.1
H -2.7889 -3.2707 3.0432 -0.2 0.3 0.2
H -1.1204 -3.8002 4.1229 0.1 0.2 0.0
H 0.5748 -3.9869 3.6740 0.1 0.0 0.0
H -0.4672 -5.4035 3.8711 0.2 -0.1 0.0
H -0.8515 -5.6014 0.3825 0.1 -0.1 -0.1
H 0.0533 -6.2605 1.7754 0.1 -0.1 -0.1
H 0.7925 -5.0237 0.7307 0.1 -0.2 -0.1
H -3.0468 -2.3939 0.2305 -0.2 -0.1 -0.2
H -3.7996 -0.3986 0.6582 -0.5 0.0 -0.3
H -5.1201 -0.9961 1.6016 -0.2 -0.1 -0.7
H -3.5207 0.4717 2.9053 0.3 0.2 -0.7
H -3.4072 -1.1844 6.1733 0.1 0.1 0.0
H -2.3070 -1.9363 5.0241 0.0 -0.1 0.0
H -3.6663 -2.8568 5.7496 0.1 -0.1 0.0
H -4.8740 0.3539 5.2796 -0.2 0.2 0.0
C -4.1413 3.1139 -5.2941 0.0 0.0 0.0
C -4.5807 2.1876 -4.3551 0.0 0.0 0.0
C -3.9537 2.0957 -3.1246 -0.1 0.0 -0.1
C -2.8770 2.9224 -2.8293 0.1 0.1 0.0
C -2.4236 3.8380 -3.7830 0.0 0.0 0.1
C -3.0647 3.9372 -5.0096 -0.1 0.0 -0.1
C -1.2422 4.7058 -3.5113 0.0 0.0 0.0
O -0.8467 5.5063 -4.3262 0.0 0.0 0.0
C -0.5523 4.5516 -2.1943 0.1 0.2 -0.3
C 0.5825 5.3230 -1.9329 0.0 0.1 -0.1
C 1.2470 5.1862 -0.7402 -0.9 0.9 0.7
C 0.7458 4.3192 0.2523 -0.8 1.2 0.3
C -0.3964 3.5969 0.0084 -0.1 -0.1 0.1
C -1.0307 3.6804 -1.2366 -0.1 -0.2 0.3
C -2.2230 2.8272 -1.4991 0.1 -0.1 0.0
O -2.6295 2.0653 -0.6394 -0.2 -0.3 0.1
H -4.6379 3.1896 -6.2519 0.0 0.0 0.0
H -5.4151 1.5389 -4.5855 0.0 0.0 0.0
H -4.2942 1.3819 -2.3881 0.0 0.0 0.1
H -2.7122 4.6568 -5.7352 0.1 0.0 0.0
H 0.9372 6.0141 -2.6847 0.0 0.0 -0.1
H 2.1363 5.7686 -0.5405 0.0 0.0 0.0
H 1.2500 4.2483 1.2063 0.0 -0.1 0.0
H -0.8085 2.9497 0.7698 0.0 -0.1 -0.1
C 4.6539 -3.6210 -4.1967 0.0 0.0 0.0
C 5.9843 -3.2164 -4.1923 0.0 0.0 0.0
C 6.3368 -1.9900 -3.6553 0.0 -0.1 0.0
C 5.3585 -1.1568 -3.1292 -0.1 0.1 0.0
C 4.0192 -1.5540 -3.1518 0.0 0.1 0.0
C 3.6736 -2.7924 -3.6784 0.0 -0.1 0.0
C 2.9454 -0.6607 -2.6331 0.0 0.0 0.0
O 1.7809 -1.0058 -2.6410 0.0 0.0 0.0
C 3.3444 0.6764 -2.1054 0.1 0.0 0.0
C 2.3605 1.5516 -1.6659 -0.1 0.1 0.1
C 2.7009 2.7954 -1.1565 -0.5 0.1 0.2
C 4.0413 3.1595 -1.0784 0.0 0.0 0.0
C 5.0315 2.2963 -1.5195 0.0 0.1 0.0
C 4.6867 1.0561 -2.0421 0.0 -0.1 0.0
C 5.7645 0.1529 -2.5402 0.1 0.0 0.0
O 6.9302 0.4740 -2.4716 0.0 0.0 0.0
H 4.3828 -4.5831 -4.6106 0.0 0.0 0.0
H 6.7471 -3.8611 -4.6081 0.0 0.0 0.0
H 7.3689 -1.6685 -3.6426 0.0 0.1 0.0
H 2.6357 -3.0954 -3.6823 0.0 0.1 0.0
H 1.3225 1.2488 -1.7277 0.0 -0.1 0.0
H 1.8886 3.4958 -0.8068 2.2 -2.2 -1.1
H 4.3210 4.1263 -0.6753 0.0 0.0 0.0
H 6.0748 2.5755 -1.4663 0.0 -0.1 0.0
```
Positions in Å, forces in eV/Å.

Maximum force   3.28 eV/Å
Kohn-Sham gap   0.29620 Ha
Total charge   +1
Total energy   -2871.7925 hartree
LUMO level   -0.1172 Ha
2S+1   1

Atom charges from the Mulliken analysis, given in e for atoms 1 to 8: -0.987 -0.658 -0.211 -0.116 -1.271 0.184 -0.544 0.785